Record 1
Entry from OMol25: a gas-phase ion, C3H10N3O (charge +1) in a non-equilibrium geometry (ωB97M-V/def2-TZVPD).

The geometry in XYZ format:
```
17
Properties=species:S:1:pos:R:3:forces:R:3:lowdin_charge:R:1
C 1.6502 -1.2371 -0.0029 -2.4 0.6 2.0 0.042
C 0.7683 0.0157 -0.2323 -0.1 -0.4 1.3 -0.463
N 1.2554 1.3173 0.0468 -1.5 -0.3 -0.5 0.133
O -0.1171 -0.0179 -1.2740 -0.5 -0.5 -3.3 0.105
C -0.7762 -0.1662 -0.1136 0.2 1.6 1.4 -0.429
N -1.5657 -1.2221 0.2158 0.1 0.6 -0.6 0.165
N -1.5543 1.2861 0.0800 -0.7 -2.1 1.7 0.256
H 2.2996 -1.4725 -0.8342 0.1 0.0 -0.1 0.087
H 0.8306 -2.0441 0.1809 2.1 0.9 -0.3 0.112
H 2.2089 -0.9924 0.9626 -0.5 -0.9 -1.3 0.112
H 1.9307 1.2650 0.7447 1.5 0.3 1.2 0.077
H 1.5353 1.8743 -0.7384 0.3 -0.1 -0.4 0.116
H -1.4374 -1.6963 1.0819 0.0 -0.3 0.2 0.114
H -2.0673 -1.6505 -0.5360 -0.3 -0.5 0.0 0.122
H -0.8108 1.9186 0.2666 1.3 1.0 0.6 0.090
H -2.1891 1.2100 0.9530 0.9 0.4 -2.2 0.202
H -1.9612 1.6121 -0.8009 -0.6 -0.4 0.4 0.160
```
Positions in Å, forces in eV/Å.

Results
highest occupied orbital energy: -0.51022 Ha
E: -9783.20366 eV
relative energy (zero: lowest compared OMol25 entry of this formula, charge and spin): 298.75 kJ/mol
charge: +1

Record 2
Entry from OMol25: a gas-phase ion, C3H10N3O (charge +1) in a non-equilibrium geometry (ωB97M-V/def2-TZVPD).

The geometry in XYZ format:
```
17
Properties=species:S:1:pos:R:3:forces:R:3:lowdin_charge:R:1
C -2.7247 -0.7458 0.1858 -8.8 -1.1 -1.5 -0.348
C -0.1817 1.2277 0.4774 1.4 0.0 -2.0 -0.028
C -0.3898 -0.1598 -0.2184 -2.1 1.4 1.7 -0.213
N 1.0329 -0.8273 0.2170 2.8 1.6 0.3 0.055
N -1.5010 -0.8468 0.4418 15.0 0.1 0.8 0.124
N 2.1822 -0.5970 -0.6575 -1.2 1.3 -1.3 0.065
O -3.3006 0.0813 -0.6459 -1.5 1.8 -1.3 0.127
H -3.2858 -1.3119 0.8766 -1.6 0.1 0.2 0.115
H 0.7473 1.7076 0.1514 0.6 -0.6 0.0 0.086
H -0.1504 1.1811 1.5211 -0.3 -0.3 1.6 0.074
H -0.7836 2.0132 0.1300 -1.9 0.5 -0.2 0.074
H -0.5690 0.0465 -1.3308 1.0 -0.9 1.1 0.176
H 1.3961 -0.4930 1.1866 -1.8 -0.8 -1.6 0.216
H -2.8667 0.4119 -1.4484 0.2 -0.4 0.4 0.133
H 2.9227 -1.2519 -0.7660 -0.2 -1.5 0.6 0.100
H 2.6328 0.3017 -0.6715 -0.8 0.6 0.6 0.099
H 1.0076 -1.8105 0.2026 -0.8 -1.8 0.4 0.145
```
Positions in Å, forces in eV/Å.

Results
highest occupied orbital energy (alpha / beta): -0.33505 / -0.54044 Ha
spin multiplicity: 3
E: -9776.01991 eV
relative energy (zero: lowest compared OMol25 entry of this formula, charge and spin): 392.43 kJ/mol
charge: +1